1.
Here is a 6-piece molecular cluster, C5H20NO5 overall at a distorted geometry from the OMol25 dataset. Energies are from wB97M-V/def2-TZVPD.

Last column: Mulliken charge in e.
Cartesian coordinates (Å):
H (-1.536, 2.758, 0.395)  0.273
O (1.912, -1.116, -2.518)  -0.645
H (2.502, -1.713, -2.982)  0.285
H (1.673, -1.588, -0.793)  0.374
H (-0.580, -1.152, -2.417)  0.367
H (-0.889, -1.878, 3.469)  0.326
C (-1.098, -0.830, 3.207)  -0.484
H (-0.079, 3.176, -1.268)  0.317
C (-1.603, -0.824, 0.765)  -0.625
C (-0.373, 0.109, 4.155)  -1.216
H (-2.164, -0.961, 3.407)  0.401
H (1.926, 2.045, -2.397)  0.296
H (-0.457, -0.262, 5.173)  0.361
H (2.124, -0.182, -2.700)  0.380
H (0.223, -0.264, 1.543)  0.385
H (-2.619, -1.183, 0.828)  0.388
O (1.367, -2.059, 0.016)  -0.624
C (-0.817, -1.461, -1.413)  -0.225
O (2.665, 1.507, -2.722)  -0.657
H (3.223, 2.227, -3.049)  0.319
C (-0.781, -0.601, 1.772)  -0.052
H (-0.821, 2.937, -2.581)  0.316
N (-1.159, -0.562, -0.585)  0.202
H (-0.683, 1.148, 4.065)  0.283
H (-0.647, 2.120, 1.596)  0.291
O (-1.161, 1.974, 0.798)  -0.568
H (2.223, -2.187, 0.448)  0.309
H (-1.112, 0.408, -0.910)  0.247
H (-0.865, -2.493, -1.119)  0.279
H (0.693, 0.145, 3.908)  0.337
O (-0.266, 2.498, -1.925)  -0.638

Values from the calculation:
* HOMO-LUMO gap: 9.6 eV
* E_LUMO: -3.45 eV
* HOMO: -13.05 eV
* total charge: +1
* relative energy (zero: lowest compared OMol25 entry of this formula, charge and spin): 1.4977 eV
* E_tot: -17230.018 eV

***

2.
Here is a 6-piece molecular cluster, C5H20NO7 overall at a distorted geometry from the OMol25 dataset. Energies are from wB97M-V/def2-TZVPD.

Last column: Mulliken charge in e.
Cartesian coordinates (Å):
H (0.803, -2.209, -1.967)  0.341
O (1.081, 2.108, -0.272)  -1.015
H (-0.140, 0.272, 3.492)  0.415
H (1.486, -1.656, 1.704)  0.462
H (-1.718, -1.811, -1.028)  0.338
H (-0.916, -1.803, 1.064)  0.439
H (-2.020, 0.037, 1.945)  0.495
O (-1.247, 2.686, -1.402)  -0.820
H (0.613, -2.882, -0.359)  0.440
H (-1.676, 2.655, -0.536)  0.332
C (-0.373, -0.877, 0.865)  -0.241
H (0.460, -0.002, -0.767)  0.287
O (-2.535, -1.880, -1.517)  -0.780
C (-1.368, 0.271, 1.095)  -0.907
H (-2.010, 0.345, 0.215)  0.293
O (-0.781, 1.531, 1.379)  -0.597
H (-1.605, 1.289, -2.391)  0.480
H (1.407, 0.085, 1.513)  0.164
H (-2.490, -1.079, -2.086)  0.417
N (0.012, -0.898, -0.542)  0.024
O (3.181, 0.724, -1.054)  -0.685
O (-1.589, 0.431, -2.880)  -0.819
H (1.955, -1.779, -0.682)  0.270
H (3.762, 0.760, -0.274)  0.284
H (-0.293, 2.509, -1.130)  0.447
C (0.906, -1.995, -0.899)  -1.171
H (2.350, 1.234, -0.800)  0.293
H (1.450, 2.983, -0.025)  0.115
C (0.836, -0.785, 1.815)  -0.317
O (0.757, -1.407, 4.126)  -0.549
H (-0.752, 0.042, -2.608)  0.279
C (0.453, -0.620, 3.254)  -0.146
H (0.002, 1.723, 0.752)  0.431

Values from the calculation:
* HOMO-LUMO gap: 9.4 eV
* E_LUMO: 3.28 eV
* HOMO: -6.09 eV
* total charge: -1
* relative energy (zero: lowest compared OMol25 entry of this formula, charge and spin): 1.9317 eV
* E_tot: -21334.355 eV

***

3.
Here is a 5-piece molecular cluster, C5H20O5 overall at a distorted geometry from the OMol25 dataset. Energies are from wB97M-V/def2-TZVPD.

Last column: Mulliken charge in e.
Cartesian coordinates (Å):
H (0.739, 5.466, 26.037)  0.278
C (-1.481, 3.724, 32.481)  -0.755
H (0.871, 5.004, 27.682)  0.215
C (0.839, 4.588, 26.675)  -0.474
H (-2.350, 7.670, 30.529)  0.355
O (-0.518, 3.359, 31.489)  -0.500
C (-5.710, 5.619, 31.143)  -0.259
C (-2.340, 7.038, 29.641)  -0.172
H (-5.248, 4.652, 30.942)  0.059
C (-3.120, 3.456, 28.757)  -0.531
H (-0.064, 3.987, 26.572)  0.181
H (-2.051, 3.390, 28.554)  0.231
H (-3.054, 6.225, 29.778)  -0.221
O (-5.945, 5.716, 32.553)  -0.542
H (-2.139, 4.581, 32.341)  0.220
O (2.032, 4.018, 26.321)  -0.518
H (0.259, 3.781, 31.863)  0.322
H (-3.648, 2.747, 28.118)  0.265
H (-6.650, 5.732, 30.604)  0.375
H (-1.327, 6.638, 29.677)  0.284
H (-0.962, 3.805, 33.436)  0.396
O (-2.695, 7.912, 28.609)  -0.564
H (-3.506, 8.413, 28.722)  0.307
H (-5.055, 6.391, 30.739)  0.075
H (-3.435, 4.495, 28.662)  0.198
H (-6.653, 6.342, 32.725)  0.297
H (-2.574, 3.030, 30.542)  0.322
H (-2.091, 2.826, 32.582)  0.302
H (2.650, 4.741, 26.192)  0.317
O (-3.425, 3.134, 30.108)  -0.464

Values from the calculation:
* SMILES string: CO.CO.CO.CO.CO
* HOMO-LUMO gap: 10.8 eV
* E_LUMO: 0.61 eV
* HOMO: -10.22 eV
* total charge: 0
* relative energy (zero: lowest compared OMol25 entry of this formula, charge and spin): 2.8353 eV
* E_tot: -15743.489 eV

***

4.
Here is a 6-piece molecular cluster, C5H21Br4N3O3 overall at a distorted geometry from the OMol25 dataset. Energies are from wB97M-V/def2-TZVPD.

Last column: Mulliken charge in e.
Cartesian coordinates (Å):
H (7.605, -20.987, 9.426)  0.121
C (9.285, -22.913, 9.930)  0.887
Br (8.835, -20.504, 14.357)  -0.101
H (11.312, -26.742, 9.967)  0.375
H (12.428, -25.529, 10.247)  0.379
O (10.041, -23.902, 9.695)  -0.865
H (6.408, -19.784, 9.494)  0.393
H (3.843, -25.370, 11.221)  0.403
H (4.151, -25.604, 8.192)  0.380
N (6.992, -20.352, 8.873)  -0.290
C (9.283, -18.562, 12.336)  -0.505
H (4.066, -24.078, 8.961)  0.292
N (11.789, -25.937, 9.559)  -0.472
H (11.311, -22.736, 6.857)  0.367
O (9.317, -21.767, 9.380)  -0.898
H (10.617, -21.772, 8.011)  0.228
H (10.332, -18.495, 12.603)  0.398
C (4.229, -25.803, 10.301)  -0.577
H (7.560, -19.708, 8.326)  0.339
H (7.736, -19.970, 12.183)  0.272
H (4.010, -26.865, 10.343)  0.377
H (11.147, -25.161, 9.275)  0.409
Br (6.187, -25.600, 10.406)  -0.190
Br (1.771, -25.224, 9.068)  -0.104
N (10.849, -21.834, 6.996)  -0.391
C (3.730, -25.106, 9.067)  -0.564
C (8.798, -20.005, 12.415)  -0.536
H (12.338, -26.255, 8.758)  0.408
H (8.635, -17.925, 12.925)  0.446
H (10.021, -21.737, 6.416)  0.358
H (11.622, -21.186, 6.808)  0.417
H (8.505, -24.010, 11.126)  0.237
Br (9.307, -18.012, 10.438)  -0.230
H (9.366, -20.709, 11.823)  0.227
O (8.329, -23.088, 10.859)  -0.381
H (6.342, -20.960, 8.371)  0.393

Values from the calculation:
* HOMO-LUMO gap: 7.9 eV
* E_LUMO: -6.31 eV
* HOMO: -14.17 eV
* total charge: +2
* relative energy (zero: lowest compared OMol25 entry of this formula, charge and spin): 0.0000 eV
* E_tot: -296294.913 eV

***

5.
Here is a 5-piece molecular cluster, C5H22N2O5 overall at a distorted geometry from the OMol25 dataset. Energies are from wB97M-V/def2-TZVPD.

Last column: Mulliken charge in e.
Cartesian coordinates (Å):
H (2.135, -1.883, 1.071)  0.355
H (0.251, -0.463, -3.072)  0.427
N (0.105, -0.353, -1.937)  -0.278
H (-1.428, -2.401, 2.475)  0.326
C (-0.145, 0.543, 1.079)  1.139
H (-2.552, -1.697, -0.589)  0.282
H (-1.766, 0.087, 2.204)  0.309
H (2.350, 1.117, 1.528)  0.324
H (-0.202, 1.692, -2.210)  0.543
H (-0.747, -0.801, -1.612)  0.192
C (-0.600, 1.481, -0.130)  -0.765
H (-0.020, 0.934, 3.217)  0.237
H (-3.714, -0.889, -0.953)  0.380
O (1.809, 0.930, 2.319)  -0.500
C (-0.880, -1.647, 1.767)  -0.650
H (-0.820, -2.149, 0.726)  0.161
N (-1.299, -0.272, 1.450)  -0.241
H (0.501, 2.451, 2.292)  0.344
H (1.724, -2.488, -0.253)  0.354
H (-0.330, 2.525, 0.145)  0.377
H (3.972, 0.728, -0.350)  0.283
C (0.109, 1.000, -1.341)  -0.726
H (-1.649, 1.471, -0.107)  0.389
O (3.165, 0.345, -0.644)  -0.619
O (-2.543, 0.939, -2.902)  -0.580
H (3.101, -0.655, -0.485)  0.373
C (0.484, 1.359, 2.224)  -0.503
H (-1.802, 0.423, -2.833)  0.301
H (1.169, 1.299, -1.282)  0.408
O (-2.923, -1.327, -1.413)  -0.699
O (2.559, -2.163, 0.303)  -0.726
H (0.248, -1.714, 2.040)  0.137
H (0.707, -0.036, 0.758)  -0.681
H (-3.128, 0.619, -2.207)  0.327

Values from the calculation:
* HOMO-LUMO gap (spin up / spin down): 9.8 / 4.5 eV
* 2S+1: 2
* E_LUMO (spin up / spin down): -3.31 / -8.33 eV
* ⟨S²⟩: 0.76
* HOMO (spin up / spin down): -13.09 / -12.83 eV
* total charge: +1
* relative energy (zero: lowest compared OMol25 entry of this formula, charge and spin): 2.3543 eV
* E_tot: -18747.769 eV

***

6.
Here is a 6-piece molecular cluster, C5H22N4O6 overall at a distorted geometry from the OMol25 dataset. Energies are from wB97M-V/def2-TZVPD.

Last column: Mulliken charge in e.
Cartesian coordinates (Å):
H (-4.213, -3.014, -3.092)  0.351
H (-0.135, 0.205, -2.245)  0.160
O (1.222, 3.448, 3.536)  -0.648
H (-1.761, -2.795, -0.172)  0.365
C (-3.273, -2.829, -2.572)  -1.274
N (0.031, 0.943, -2.915)  -0.344
H (-0.372, 0.813, -3.832)  0.191
C (0.987, 1.845, -2.725)  0.608
H (-1.618, -4.532, -0.089)  0.325
O (4.182, -1.225, -1.742)  -0.633
O (0.799, -0.335, 1.578)  -0.627
H (3.565, 5.076, 2.330)  0.178
C (-1.849, -3.707, -0.763)  -1.418
N (3.066, 4.339, 2.807)  -0.413
H (2.070, 6.194, 2.496)  0.147
H (-1.274, -0.587, 5.195)  0.318
H (-1.446, -2.090, 5.257)  0.316
N (1.403, 5.681, 3.054)  -0.364
C (1.814, 4.415, 3.114)  0.692
H (-2.479, -2.740, -3.314)  0.337
H (-3.272, -1.822, -2.154)  0.353
H (0.004, -0.695, 1.971)  0.308
H (0.509, 6.109, 3.249)  0.200
C (-3.125, -3.896, -1.494)  0.688
O (-3.099, -5.150, -2.196)  -0.542
O (-1.371, -1.361, 4.641)  -0.626
H (4.751, -0.457, -1.795)  0.316
N (1.263, 1.943, -1.453)  -0.359
H (3.407, 3.412, 3.017)  0.212
O (1.422, 2.590, -3.539)  -0.623
H (2.035, 2.538, -1.190)  0.192
H (-3.881, -3.816, -0.713)  0.160
H (-3.859, -5.197, -2.781)  0.329
H (0.952, 1.239, -0.799)  0.179
H (3.334, -0.876, -1.465)  0.310
H (1.275, 0.052, 2.313)  0.313
H (-1.064, -3.718, -1.519)  0.325

Values from the calculation:
* SMILES string: NC(N)=O.NC(N)=O.CC(C)O.O.O.O
* HOMO-LUMO gap: 10.1 eV
* E_LUMO: 0.28 eV
* HOMO: -9.82 eV
* total charge: 0
* E_tot: -23787.833 eV